Entry 1:
64
Properties=species:S:1:pos:R:3 method="wB97M-V/def2-TZVPD" homo_ev=-10.0 lumo_energy_ev=-5.133 largest_force_ha_per_bohr=0.19038 charge=+1 mol_weight_da=628.6
C -2.56 1.17 5.28
C -1.59 -0.18 5.08
Br 0.34 0.30 5.23
C -1.99 -1.10 3.79
N -1.57 -0.54 2.44
C -1.32 0.80 2.14
S -0.74 1.05 0.34
C -0.04 -0.72 0.29
C -0.31 -1.11 -1.28
C 0.93 -0.83 -2.31
C 1.49 0.71 -2.33
N 0.48 1.77 -2.72
C 0.82 2.46 -4.02
C 2.15 3.42 -3.97
C 3.13 3.67 -2.67
C 4.49 4.60 -2.65
C 4.92 5.37 -4.04
C 3.94 5.17 -5.35
C 2.57 4.23 -5.37
O 1.81 4.12 -6.63
S 1.59 -1.00 1.13
O 2.85 -0.97 0.23
O 1.82 0.13 2.21
C 1.71 -2.62 2.12
F 3.07 -2.56 2.76
F 0.74 -2.69 3.24
C 1.74 -3.96 1.15
F 3.14 -4.01 0.58
F 1.59 -5.20 1.96
F 0.83 -3.88 -0.01
C -1.32 -1.36 1.16
C -2.73 -1.67 0.30
C -3.98 -2.13 1.24
C -3.76 -3.52 2.08
S -5.02 -4.80 1.42
H -3.06 1.44 4.23
H -1.93 2.07 5.72
H -3.45 0.84 5.99
H -1.84 -0.85 6.04
H -3.19 -1.13 3.76
H -1.67 -2.22 3.97
H -1.42 1.76 2.80
H -1.20 -0.42 -1.65
H -0.59 -2.25 -1.39
H 1.77 -1.63 -2.06
H 0.54 -1.10 -3.40
H 2.38 0.73 -3.12
H 1.99 1.06 -1.31
H -0.43 1.26 -2.92
H -0.09 3.16 -4.32
H 0.97 1.71 -4.93
H 2.86 3.10 -1.66
H 5.12 4.67 -1.67
H 5.89 6.01 -4.03
H 4.25 5.74 -6.33
H 2.45 3.61 -7.24
H -0.97 -2.49 1.35
H -2.57 -2.54 -0.50
H -3.05 -0.67 -0.25
H -4.90 -2.33 0.51
H -4.31 -1.20 1.90
H -2.69 -3.98 2.01
H -4.09 -3.33 3.20
H -5.94 -5.14 2.43



Entry 2:
14
Properties=species:S:1:pos:R:3 method="wB97M-V/def2-TZVPD" homo_ev=-9.2 lumo_energy_ev=0.976 largest_force_ha_per_bohr=0.11234 smiles="C=CNCOC=O" charge=0 mol_weight_da=101.1
O -0.67 0.67 1.19
C -1.52 -0.01 0.53
O -1.79 -1.23 0.53
H -2.23 0.66 -0.06
C 1.27 0.69 -0.90
C 1.19 0.83 -2.24
C 0.63 -0.44 1.11
N 1.01 -0.51 -0.23
H 1.34 1.53 -0.19
H 1.17 -0.09 -2.85
H 1.23 1.81 -2.68
H 0.11 -1.31 1.48
H 1.25 0.05 1.87
H 0.27 -1.05 -0.70



Entry 3:
269
Properties=species:S:1:pos:R:3 method="wB97M-V/def2-TZVPD" homo_ev=-8.7 lumo_energy_ev=0.518 largest_force_ha_per_bohr=0.06180 charge=0 mol_weight_da=1824.7
C 3.17 -9.70 -1.39
O 3.01 -8.38 -0.88
P 2.57 -8.15 0.61
O 1.68 -9.13 1.18
O 4.07 -8.09 1.26
C 4.14 -7.95 2.69
O 1.95 -6.66 0.53
C 2.77 -5.51 0.27
H 2.18 -10.11 -1.31
H 3.86 -10.26 -0.72
H 3.61 -9.65 -2.40
H 3.86 -6.93 2.99
H 5.19 -8.15 2.89
H 3.48 -8.75 3.07
H 3.15 -5.50 -0.76
H 3.72 -5.49 0.81
H 2.14 -4.65 0.45
C 2.55 -6.36 6.88
O 2.25 -5.00 6.48
P 2.49 -4.41 4.99
O 3.59 -5.09 4.26
O 1.13 -4.51 4.26
C -0.04 -3.75 4.58
O 2.61 -2.88 5.37
C 3.60 -2.33 6.26
H 3.48 -6.72 6.45
H 1.65 -6.90 6.63
H 2.63 -6.30 7.97
H -0.37 -3.93 5.61
H -0.84 -4.00 3.88
H 0.08 -2.67 4.43
H 3.96 -3.10 6.91
H 2.99 -1.64 6.82
H 4.39 -1.88 5.70
C -4.32 5.25 1.84
O -3.02 5.47 2.37
P -2.24 4.40 3.24
O -1.96 3.07 2.74
O -0.84 5.22 3.44
C -0.94 6.50 4.05
O -3.09 4.48 4.63
C -2.55 3.61 5.69
H -4.32 5.66 0.82
H -5.05 5.86 2.41
H -4.50 4.16 1.84
H 0.07 6.85 4.21
H -1.31 6.31 5.09
H -1.58 7.19 3.49
H -2.92 4.08 6.62
H -1.48 3.50 5.60
H -3.02 2.64 5.54
C 1.48 1.40 -3.61
O 1.65 0.38 -4.63
P 3.01 -0.43 -4.73
O 3.75 -0.47 -3.48
O 2.58 -1.82 -5.37
C 2.12 -2.93 -4.62
O 3.74 0.34 -5.91
C 5.10 -0.18 -6.24
H 0.76 2.06 -4.06
H 2.47 1.82 -3.34
H 1.03 0.94 -2.76
H 1.91 -3.70 -5.37
H 1.21 -2.73 -4.01
H 2.91 -3.30 -3.97
H 4.98 -1.15 -6.76
H 5.65 -0.25 -5.31
H 5.58 0.63 -6.82
C 6.32 -4.02 3.06
O 7.34 -4.00 2.03
P 7.06 -3.55 0.54
O 8.23 -3.62 -0.33
O 5.78 -4.34 -0.02
C 5.93 -5.35 -1.05
O 6.37 -2.14 0.82
C 5.93 -1.36 -0.30
H 6.78 -4.55 3.91
H 5.46 -4.62 2.75
H 6.01 -2.98 3.22
H 6.94 -5.32 -1.42
H 5.20 -5.06 -1.81
H 5.65 -6.30 -0.61
H 5.81 -0.39 0.18
H 4.96 -1.71 -0.64
H 6.64 -1.31 -1.13
C 6.72 4.00 1.13
O 5.32 3.97 1.62
P 4.51 2.62 1.70
O 3.10 2.80 2.09
O 4.76 1.85 0.33
C 3.93 2.00 -0.85
O 5.47 1.75 2.67
C 4.99 0.47 3.19
H 7.22 4.53 1.93
H 6.62 4.59 0.21
H 7.11 3.02 0.96
H 2.88 1.93 -0.56
H 4.29 1.18 -1.47
H 4.10 3.01 -1.24
H 4.06 0.63 3.71
H 5.79 0.14 3.85
H 4.96 -0.18 2.30
O -0.80 -3.08 -3.07
P -1.62 -4.10 -2.36
N -0.65 -5.40 -1.88
C -1.26 -6.49 -1.07
C 0.32 -5.84 -2.86
N -2.91 -4.51 -3.46
C -3.00 -3.76 -4.75
C -3.88 -5.50 -3.13
N -2.32 -3.73 -0.87
C -3.67 -3.27 -0.65
C -1.59 -3.69 0.42
H -0.50 -6.84 -0.33
H -1.57 -7.35 -1.65
H -2.13 -6.11 -0.53
H -0.02 -6.77 -3.33
H 1.33 -6.08 -2.55
H 0.34 -5.11 -3.66
H -3.04 -4.44 -5.62
H -3.87 -3.08 -4.77
H -2.05 -3.19 -4.83
H -4.88 -5.11 -3.37
H -3.76 -6.38 -3.77
H -3.88 -5.77 -2.08
H -4.15 -3.28 -1.63
H -4.14 -4.03 -0.02
H -3.79 -2.27 -0.21
H -2.17 -4.26 1.11
H -1.53 -2.68 0.82
H -0.59 -4.04 0.31
C -6.37 1.60 0.00
O -5.14 0.85 -0.21
C -4.67 0.82 -1.58
C -4.00 2.04 -2.02
O -4.92 3.04 -2.48
C -4.37 4.29 -2.78
C -5.52 5.30 -2.99
O -5.99 5.84 -1.77
C -7.20 6.50 -1.88
H -7.14 1.22 -0.65
H -6.29 2.65 -0.22
H -6.65 1.47 1.06
H -5.52 0.54 -2.18
H -3.95 0.03 -1.58
H -3.38 1.70 -2.86
H -3.35 2.47 -1.22
H -3.73 4.29 -3.67
H -3.73 4.62 -1.94
H -6.37 4.77 -3.47
H -5.10 6.09 -3.60
H -7.97 5.85 -2.28
H -7.08 7.27 -2.64
H -7.40 6.86 -0.89
C -0.04 -0.62 7.38
O 0.94 0.25 6.87
C 0.68 0.70 5.57
C 1.40 2.00 5.31
O 0.90 2.98 6.16
C 1.35 4.30 5.96
C 0.79 5.25 7.12
O 1.16 6.55 6.87
C 1.18 7.48 7.84
H 0.34 -1.03 8.28
H -0.34 -1.36 6.64
H -0.91 -0.02 7.65
H -0.39 0.83 5.48
H 0.97 -0.10 4.87
H 1.26 2.30 4.27
H 2.47 1.92 5.46
H 1.02 4.71 4.98
H 2.44 4.38 6.00
H 1.26 4.83 8.05
H -0.31 5.18 7.18
H 0.15 7.62 8.16
H 1.63 8.41 7.53
H 1.71 7.13 8.78
C -3.72 4.01 -11.93
O -3.64 2.60 -11.95
C -4.53 1.96 -11.05
C -4.15 0.49 -10.75
O -3.25 0.47 -9.69
C -2.61 -0.78 -9.42
C -1.62 -0.71 -8.25
O -2.30 -0.62 -6.97
C -1.36 -0.68 -5.92
H -4.78 4.28 -12.18
H -3.11 4.35 -12.73
H -3.48 4.40 -10.93
H -5.56 1.94 -11.45
H -4.59 2.51 -10.11
H -3.67 0.11 -11.65
H -5.06 -0.05 -10.46
H -1.97 -1.05 -10.28
H -3.36 -1.56 -9.20
H -0.93 0.16 -8.33
H -1.02 -1.65 -8.29
H -0.81 0.27 -5.89
H -0.70 -1.51 -6.03
H -1.97 -0.88 -5.05
C -1.17 4.83 -0.28
O -0.30 5.23 -1.34
C 0.51 4.19 -1.76
C 1.37 4.73 -2.89
O 2.33 5.67 -2.44
C 3.19 6.21 -3.42
C 4.29 5.32 -3.90
O 3.74 4.39 -4.80
C 4.64 3.50 -5.39
H -0.59 4.58 0.64
H -1.71 3.95 -0.62
H -1.86 5.68 -0.10
H -0.04 3.33 -2.10
H 1.13 3.73 -0.96
H 0.82 5.16 -3.72
H 1.91 3.86 -3.30
H 3.71 7.07 -3.00
H 2.62 6.57 -4.28
H 4.73 4.77 -3.07
H 5.03 5.94 -4.43
H 4.03 2.78 -5.89
H 5.31 3.08 -4.64
H 5.24 4.07 -6.08
C -7.89 3.00 6.12
O -7.31 2.41 4.97
C -5.90 2.45 5.08
C -5.24 1.77 3.92
O -5.38 0.37 3.97
C -4.46 -0.33 3.13
C -3.01 -0.12 3.53
O -2.76 -0.06 4.93
C -3.23 -1.19 5.65
H -7.41 3.98 6.37
H -7.82 2.32 6.97
H -8.93 3.18 5.87
H -5.51 1.91 5.98
H -5.52 3.49 5.03
H -4.17 1.99 4.00
H -5.55 2.11 2.91
H -4.56 0.07 2.13
H -4.77 -1.36 3.12
H -2.70 0.89 3.20
H -2.35 -0.83 2.97
H -2.79 -2.12 5.22
H -4.34 -1.29 5.70
H -2.82 -1.06 6.66
C -1.00 -0.34 -1.56
O -1.15 0.91 -0.96
C -1.48 0.79 0.39
C -0.28 0.67 1.32
O 0.30 -0.61 1.28
C 1.59 -0.67 1.89
C 2.17 -2.04 1.55
O 2.85 -2.25 0.34
C 2.20 -1.83 -0.82
H -0.32 -1.01 -1.04
H -0.76 -0.23 -2.63
H -2.00 -0.83 -1.55
H -2.14 -0.11 0.54
H -1.99 1.70 0.65
H -0.56 0.93 2.35
H 0.40 1.45 0.97
H 1.56 -0.64 3.00
H 2.12 0.22 1.57
H 1.30 -2.73 1.67
H 2.90 -2.28 2.31
H 1.73 -0.85 -0.64
H 1.40 -2.51 -1.10
H 2.93 -1.66 -1.58